(1)
Density functional theory data (ωB97M-V/def2-TZVPD) for C35H42ClN7OSn as an isolated structure in a non-equilibrium geometry.

Values from the calculation:
**Total charge**: +4
**Frontier orbital gap (alpha / beta)**: 6.400 / 4.397 eV
**HOMO level (alpha / beta)**: -0.67648 / -0.66564 Eh

Structure (XYZ):
```
87
Properties=species:S:1:pos:R:3:mulliken_charge:R:1
Sn 1.76 1.38 -2.10 1.487
C 4.92 1.98 -1.03 -1.252
C 4.66 3.45 -1.34 -0.466
C 3.47 3.96 -0.60 0.510
C 3.54 5.06 0.24 -0.981
C 2.41 5.50 0.91 -0.337
C 1.21 4.83 0.72 -0.972
C 1.19 3.75 -0.13 0.234
N 2.30 3.31 -0.77 0.181
N 4.22 1.05 -1.95 0.253
C 4.41 -0.33 -1.46 -0.827
C 3.62 -1.27 -2.32 0.470
C 4.11 -2.48 -2.76 -0.731
C 3.31 -3.27 -3.59 -0.478
C 2.05 -2.81 -3.95 -0.808
C 1.62 -1.60 -3.46 -0.406
N 2.39 -0.85 -2.66 0.321
C 4.78 1.14 -3.32 -0.938
C 4.11 2.18 -4.16 0.470
C 4.79 2.85 -5.16 -0.921
C 4.09 3.73 -5.99 -0.407
C 2.73 3.92 -5.78 -0.858
C 2.12 3.23 -4.76 -0.185
N 2.80 2.37 -3.97 0.212
H 6.00 1.79 -1.07 0.498
H 4.59 1.76 -0.01 0.511
H 5.53 4.03 -1.07 0.584
H 4.50 3.60 -2.40 0.261
H 4.49 5.58 0.35 0.508
H 2.47 6.35 1.57 0.469
H 0.30 5.16 1.20 0.457
H 0.28 3.20 -0.31 0.131
H 5.46 -0.61 -1.45 0.464
H 4.05 -0.38 -0.43 0.408
H 5.10 -2.80 -2.47 0.547
H 3.68 -4.21 -3.96 0.472
H 1.42 -3.39 -4.62 0.475
H 0.63 -1.21 -3.69 0.528
H 5.86 1.29 -3.29 0.423
H 4.60 0.19 -3.83 0.559
H 5.85 2.69 -5.30 0.519
H 4.60 4.25 -6.79 0.485
H 2.16 4.59 -6.40 0.470
H 1.06 3.35 -4.56 0.437
C -4.90 0.14 4.04 -1.736
C -5.10 -0.08 2.53 1.552
C -6.35 -0.92 2.28 -1.683
C -5.37 1.32 1.90 -1.866
C -3.86 -0.70 1.79 1.769
O -4.00 -0.62 0.38 -0.743
C -3.65 -2.22 2.09 -1.350
C -3.68 -2.68 3.57 -0.255
C -3.22 -4.10 3.65 -0.178
C -4.17 -5.16 3.63 -0.275
C -3.79 -6.43 3.91 -0.759
C -2.42 -6.71 4.19 0.513
Cl -1.95 -8.25 4.57 0.000
C -1.45 -5.67 4.12 -0.752
C -1.84 -4.40 3.80 -0.154
C -2.60 0.13 2.08 -1.693
N -1.51 -0.07 1.12 0.871
C -1.07 0.83 0.25 -0.215
N -0.01 0.34 -0.39 0.174
C 0.16 -0.91 0.16 -0.756
N -0.74 -1.18 1.07 -0.857
H -5.63 0.88 4.37 0.519
H -3.92 0.54 4.30 0.285
H -5.10 -0.75 4.63 0.357
H -7.17 -0.53 2.89 0.481
H -6.23 -1.97 2.56 0.316
H -6.69 -0.88 1.24 0.446
H -6.38 1.63 2.18 0.553
H -5.31 1.29 0.82 0.340
H -4.68 2.08 2.28 0.407
H -4.87 -0.92 0.11 0.622
H -2.68 -2.47 1.66 0.395
H -4.40 -2.77 1.52 0.387
H -4.70 -2.63 3.96 0.413
H -3.04 -2.05 4.18 0.603
H -5.21 -4.94 3.43 0.482
H -4.51 -7.24 3.93 0.459
H -0.41 -5.90 4.32 0.446
H -1.11 -3.61 3.74 0.431
H -2.22 -0.07 3.08 0.189
H -2.87 1.18 2.00 0.378
H -1.53 1.79 0.09 0.551
H 0.93 -1.60 -0.13 0.557
```

=====

(2)
Density functional theory data (ωB97M-V/def2-TZVPD) for one molecule with the formula C8H10 in a non-equilibrium geometry.

Values from the calculation:
**Frontier orbital gap**: 9.363 eV
**SMILES**: CCc1ccccc1
**HOMO level**: -0.30966 Eh

Structure (XYZ):
```
18
Properties=species:S:1:pos:R:3:mulliken_charge:R:1
C -0.47 -0.96 2.43 -1.106
C 0.04 -1.24 0.98 -0.718
C 0.01 -0.07 0.07 0.434
C -1.12 0.16 -0.73 -0.452
C -0.86 0.59 -2.03 -0.332
C 0.42 1.01 -2.36 -0.279
C 1.36 1.21 -1.36 -0.530
C 1.00 0.91 -0.04 -0.552
H 0.40 -0.73 3.04 0.311
H -1.12 -0.08 2.49 0.311
H -0.98 -1.74 3.01 0.329
H -0.38 -2.16 0.57 0.427
H 1.07 -1.50 1.25 0.322
H -2.06 -0.28 -0.43 0.390
H -1.68 0.50 -2.72 0.352
H 0.68 1.20 -3.40 0.386
H 2.03 2.05 -1.55 0.326
H 1.66 1.13 0.79 0.383
```

=====

(3)
Density functional theory data (ωB97M-V/def2-TZVPD) for C20H27FIN3O3Tc as an isolated structure in a non-equilibrium geometry.

Values from the calculation:
**Spin multiplicity**: 4
**Total charge**: +2
**Frontier orbital gap (alpha / beta)**: 6.989 / 7.301 eV
**HOMO level (alpha / beta)**: -0.49173 / -0.51656 Eh

Structure (XYZ):
```
56
Properties=species:S:1:pos:R:3:mulliken_charge:R:1
C 0.06 -1.01 -7.80 -0.449
C -0.02 0.50 -7.92 -0.847
H 1.10 -1.35 -7.77 0.337
H -0.41 -1.48 -8.67 0.358
H -0.46 -1.45 -6.93 -0.056
H 0.32 1.02 -7.03 0.229
H 0.62 0.84 -8.75 0.341
H -1.04 0.82 -8.15 0.273
Tc -0.19 -0.69 -4.56 0.805
C -1.17 1.02 -5.21 -1.069
H -0.41 1.82 -5.33 0.422
H -1.86 1.36 -4.42 0.323
H -1.72 0.99 -6.16 0.374
I -0.97 -3.10 -4.76 -0.085
F -3.31 -1.11 1.56 -0.324
C -2.03 -0.64 1.34 0.641
C -1.63 -0.51 0.03 -0.905
C -0.28 -0.16 -0.25 -0.248
C 0.26 -0.12 -1.60 2.020
O -0.48 -0.43 -2.62 -0.672
C 1.63 0.26 -1.77 -1.031
C 2.36 0.68 -0.67 -0.099
N 1.93 0.46 0.60 0.152
C 2.82 0.57 1.69 -0.157
C 4.30 0.45 1.47 -0.786
C 3.69 1.78 1.77 -0.497
C 0.58 0.14 0.83 -0.262
C 0.08 0.18 2.14 -0.119
C -1.21 -0.29 2.45 0.009
N -1.61 -0.37 3.80 0.144
C -1.23 0.73 4.68 -0.584
C -0.91 0.21 6.07 -0.680
N -2.09 -0.58 6.51 -0.121
C -2.59 -1.66 5.62 -0.893
C -2.81 -1.06 4.23 -0.711
C 2.36 0.18 -3.09 0.603
O 3.54 0.51 -3.12 -0.601
O 1.69 -0.29 -4.13 -0.640
H -2.31 -0.67 -0.80 0.545
H 3.35 1.13 -0.76 0.731
H 2.47 0.16 2.64 0.631
H 4.86 -0.01 2.29 0.279
H 4.65 0.25 0.46 0.249
H 3.61 2.51 0.96 0.225
H 3.87 2.18 2.77 0.307
H 0.69 0.57 2.94 0.030
H -2.06 1.46 4.74 0.245
H -0.35 1.25 4.29 0.347
H -0.05 -0.47 6.11 0.353
H -0.76 1.02 6.78 0.400
H -1.91 -0.98 7.43 0.361
H -2.86 0.09 6.58 0.416
H -3.53 -2.03 6.03 0.424
H -1.84 -2.46 5.64 0.365
H -3.65 -0.35 4.28 0.396
H -3.04 -1.87 3.54 0.501
```

=====

(4)
Density functional theory data (ωB97M-V/def2-TZVPD) for a 10-piece molecular cluster, C10H34N6O16 overall in a non-equilibrium geometry.

Values from the calculation:
**Frontier orbital gap**: 9.623 eV
**SMILES**: C[N+](=O)[O-].C[N+](=O)[O-].C[N+](=O)[O-].C[N+](=O)[O-].C[N+](=O)[O-].C[N+](=O)[O-].CO.CO.CO.CO
**HOMO level**: -0.37523 Eh

Structure (XYZ):
```
66
Properties=species:S:1:pos:R:3:mulliken_charge:R:1
C -1.77 2.40 4.25 -0.515
N -1.32 3.67 3.61 1.057
O -0.19 3.99 3.75 -0.567
O -2.14 4.28 2.98 -0.583
H -2.86 2.42 4.20 0.211
H -1.31 2.36 5.23 0.299
H -1.45 1.55 3.65 0.081
C -2.04 0.75 -3.79 -0.515
N -1.12 1.33 -4.81 0.982
O -1.50 2.27 -5.49 -0.566
O 0.00 0.88 -4.86 -0.528
H -2.20 1.37 -2.91 0.272
H -1.55 -0.13 -3.37 0.030
H -2.94 0.34 -4.26 0.321
C 2.48 -2.18 -3.24 -0.740
N 1.24 -2.95 -2.88 0.862
O 0.39 -2.41 -2.21 -0.443
O 1.21 -4.09 -3.30 -0.527
H 3.25 -2.75 -3.75 0.328
H 2.90 -1.68 -2.37 0.238
H 2.20 -1.35 -3.90 0.275
C 0.28 0.31 -0.43 -0.532
N -0.23 1.66 0.00 1.101
O -0.75 2.31 -0.89 -0.570
O -0.04 1.99 1.15 -0.568
H 0.31 0.14 -1.50 0.164
H -0.49 -0.32 0.02 0.230
H 1.24 0.09 0.05 0.191
C -5.14 1.41 2.06 -0.918
N -4.05 1.47 1.05 0.893
O -2.93 1.52 1.49 -0.398
O -4.33 1.66 -0.14 -0.518
H -5.58 2.41 2.08 0.286
H -4.84 0.92 2.99 0.325
H -5.84 0.70 1.62 0.349
C 5.83 1.18 1.31 -0.611
N 4.56 0.47 1.61 0.800
O 3.54 0.79 0.96 -0.442
O 4.64 -0.41 2.52 -0.510
H 6.51 0.38 1.01 0.307
H 6.19 1.71 2.18 0.282
H 5.65 1.82 0.45 0.161
C 2.05 -3.28 0.48 0.032
O 1.44 -4.42 -0.07 -0.503
H 1.97 -2.42 -0.19 -0.218
H 1.53 -3.09 1.42 0.010
H 3.10 -3.50 0.67 0.400
H 1.76 -5.23 0.33 0.275
C 2.80 2.72 -1.99 -0.258
O 4.01 3.22 -1.58 -0.550
H 2.31 3.58 -2.45 0.258
H 2.90 1.85 -2.64 0.227
H 2.23 2.50 -1.09 0.045
H 4.74 2.66 -1.85 0.290
C -3.35 -1.89 -0.77 -0.175
O -3.98 -2.50 -1.90 -0.563
H -2.55 -2.55 -0.44 0.172
H -2.82 -0.95 -0.93 -0.045
H -4.03 -1.68 0.06 0.323
H -4.88 -2.18 -2.02 0.292
C -0.69 -2.22 2.97 -0.088
O -1.70 -3.12 3.51 -0.543
H -0.64 -2.55 1.93 0.002
H -1.05 -1.20 2.92 -0.057
H 0.27 -2.28 3.48 0.382
H -1.21 -3.78 4.01 0.298
```

=====

Results for molecular weight: 730.93, 106.17, 601.36, 494.41 (in g mol⁻¹, following the order of the records).